Record 1
# C4H8O2

One molecule with the formula C4H8O2 (ωB97M-V/def2-TZVPD, OMol25).

Geometry as XYZ:
```
14
C4H8O2 | OMol25 | ωB97M-V/def2-TZVPD
C 2.18739 0.54581 -0.41261
O 0.80697 0.30583 -0.40526
C 0.38183 -0.24922 0.82188
C -1.09026 -0.51035 0.74193
C -1.94350 0.27619 0.08837
O -3.20306 -0.10910 -0.24710
H 2.43455 0.97257 -1.38618
H 2.76180 -0.38499 -0.27202
H 2.47816 1.25525 0.37841
H 0.65656 0.42461 1.65432
H 0.89903 -1.20852 1.00716
H -1.46268 -1.45075 1.14693
H -1.71594 1.28263 -0.25517
H -3.19633 -1.07579 -0.20270
```

## Properties
- DFT total energy: -307.6330 Eh
- SMILES: COC/C=C/O
- M: 88.1 u
- HOMO energy: -8.79 eV


Record 2
# C4H8O2

One molecule with the formula C4H8O2 (ωB97M-V/def2-TZVPD, OMol25).

Geometry as XYZ:
```
14
C4H8O2 | OMol25 | ωB97M-V/def2-TZVPD
C 1.83624 0.29376 -0.22576
C 0.90102 -0.60966 0.53490
O 0.10840 -0.05093 1.58037
C -0.55306 -0.51659 0.41698
C -1.25474 0.47297 -0.47939
O -2.64224 0.54350 -0.21071
H 1.40671 1.28852 -0.37306
H 2.03413 -0.14495 -1.20987
H 2.79157 0.40211 0.29781
H 1.31338 -1.59090 0.78113
H -1.12512 -1.43896 0.55691
H -1.07296 0.17331 -1.52541
H -0.83633 1.47550 -0.33277
H -2.90697 -0.29768 0.18887
```

## Properties
- DFT total energy: -307.6362 Eh
- SMILES: C[C@H]1O[C@H]1CO
- M: 88.1 u
- HOMO energy: -10.22 eV


Record 3
# C4H8O2

One molecule with the formula C4H8O2 (ωB97M-V/def2-TZVPD, OMol25).

Geometry as XYZ:
```
14
C4H8O2 | OMol25 | ωB97M-V/def2-TZVPD
C -1.81884 0.26197 -0.44984
C -0.79436 -0.51159 0.39017
C 0.54170 0.14257 0.30290
O 0.75218 1.29280 0.85975
C 1.74424 -0.32961 -0.35800
O 2.70379 0.51963 -0.36912
H -1.92989 1.28467 -0.07921
H -2.79331 -0.23208 -0.39948
H -1.51303 0.30821 -1.49997
H -0.70307 -1.54464 0.03418
H -1.11704 -0.54214 1.43627
H 1.56464 -0.96524 0.72482
H 1.64726 -1.15294 -1.08269
H 1.71573 1.46836 0.49023
```

## Properties
- DFT total energy: -307.6129 Eh
- M: 88.1 u
- HOMO energy: -9.09 eV


Record 4
# C4H8O2

One molecule with the formula C4H8O2 at a distorted geometry (ωB97M-V/def2-TZVPD, OMol25).

Geometry as XYZ:
```
14
C4H8O2 | OMol25 | ωB97M-V/def2-TZVPD
C -1.53785 -0.69642 1.15546
C -0.77884 -0.10611 -0.03157
C 0.73843 -0.17941 0.15940
C 1.42277 0.36880 -1.06842
O 1.79515 -0.23526 -2.03458
O 1.51852 1.72351 -0.98527
H -0.95625 -1.49758 1.62224
H -2.55491 -0.94870 0.89299
H -1.58625 0.01646 1.98827
H -1.03584 0.92495 -0.25964
H -1.01516 -0.69111 -0.88538
H 1.03814 0.42903 0.99843
H 1.10724 -1.19697 0.26144
H 1.84485 2.08880 -1.81338
```

## Properties
- DFT total energy: -307.7077 Eh
- SMILES: CCCC(=O)O
- M: 88.1 u
- HOMO energy: -10.46 eV


Record 5
# C4H8O2

A 2-piece molecular cluster, C4H8O2 overall (ωB97M-V/def2-TZVPD, OMol25).

Geometry as XYZ:
```
14
C4H8O2 | OMol25 | ωB97M-V/def2-TZVPD
C 0.63580 2.06149 0.30130
C -0.15659 0.85259 -0.10741
C -1.06795 0.28115 0.68295
O -1.81782 -0.81735 0.42216
H 0.59435 2.84510 -0.46407
H 0.25083 2.48794 1.23408
H 1.69614 1.82392 0.45914
H 0.02436 0.44277 -1.10093
H -1.29061 0.67556 1.67331
H -1.53257 -1.21024 -0.42404
C 0.67465 -2.36383 -0.65801
O -0.23551 -2.20181 -1.43879
H 0.57681 -2.11368 0.41246
H 1.64810 -2.76361 -0.99215
```

## Properties
- DFT total energy: -307.6354 Eh
- SMILES: C/C=C/O.C=O
- M: 88.1 u
- HOMO energy: -8.52 eV


Record 6
# C4H8O2

A 2-piece molecular cluster, C4H8O2 overall (ωB97M-V/def2-TZVPD, OMol25).

Geometry as XYZ:
```
14
C4H8O2 | OMol25 | ωB97M-V/def2-TZVPD
C 0.64176 -0.74398 -1.58538
C -0.21810 0.22181 -0.53070
C 0.94863 0.22308 0.31416
O -1.27040 -0.36685 -0.04495
C -1.35220 0.38807 1.82720
O -2.14842 1.27906 1.96171
H 1.55034 -0.31856 -2.01726
H 0.82377 -1.73398 -1.16602
H -0.11225 -0.83626 -2.36888
H -0.35222 1.16438 -1.09284
H 1.14049 -0.67227 0.90093
H -0.21568 0.64372 1.60292
H 1.78257 0.90529 0.15237
H -1.45651 -0.61870 2.27232
```

## Properties
- DFT total energy: -307.5054 Eh
- M: 88.1 u
- HOMO energy (spin up / spin down): -8.94 / -8.94 eV


Record 7
# C4H8O2

A 2-piece molecular cluster, C4H8O2 overall (ωB97M-V/def2-TZVPD, OMol25).

Geometry as XYZ:
```
14
C4H8O2 | OMol25 | ωB97M-V/def2-TZVPD
O -0.00074 1.69728 1.14773
C 0.44386 0.58321 1.16575
C 0.60648 -0.66927 1.91436
C 1.26140 -0.48217 0.53296
O 0.80111 -1.33822 -0.46465
H 1.19901 -0.74625 2.82527
H -0.26710 -1.32020 1.90020
H 2.33912 -0.29966 0.54478
H 0.86906 -0.89605 -1.32399
C -1.44986 0.68818 -1.65114
H -2.52603 0.87850 -1.71187
H -1.26955 -0.35760 -1.39890
H -0.99487 0.94853 -2.61563
H -1.01189 1.31372 -0.86487
```

## Properties
- DFT total energy: -307.6036 Eh
- SMILES: O=C1C[C@H]1O.C
- M: 88.1 u
- HOMO energy: -9.24 eV


Record 8
# C4H8O2

One molecule with the formula C4H8O2 (ωB97M-V/def2-TZVPD, OMol25).

Geometry as XYZ:
```
14
C4H8O2 | OMol25 | ωB97M-V/def2-TZVPD
O 2.23514 -0.96638 -0.35462
C 1.10623 -0.22037 -0.75784
C 0.35760 0.36360 0.42017
C -0.86964 1.21882 0.19052
C -1.01623 -0.15116 0.76969
O -1.60721 -1.20113 0.06373
H 1.93027 -1.63045 0.27587
H 0.42718 -0.84429 -1.36366
H 1.48661 0.56735 -1.41446
H 1.01085 0.65061 1.24185
H -1.18164 1.37514 -0.84187
H -1.02719 2.08225 0.83126
H -1.27993 -0.23686 1.81916
H -1.57204 -1.00715 -0.87981
```

## Properties
- DFT total energy: -307.6371 Eh
- SMILES: OC[C@H]1C[C@H]1O
- M: 88.1 u
- HOMO energy: -9.67 eV